DFT (ωB97M-V/def2-TZVPD) results for a 14-piece molecular cluster, C36H104N4O24 overall.

Calculated values
Gap between HOMO and LUMO = 9.02 eV
HOMO energy = -8.8 eV
DFT total energy = -3458.56197 a.u.
Largest force on an atom = 2.3 eV/Å
Energy relative to the best compared isomer or geometry (same formula, charge and spin) = 0.00 kcal/mol

CARTESIAN COORDINATES (ANGSTROEM)
C  -11.772  -4.280  21.884
C  -10.832  -4.087  23.059
C  -9.461  -3.946  22.410
O  -9.058  -5.244  21.886
C  -7.728  -5.159  21.439
N  -11.133  -2.872  23.796
H  -11.342  -5.060  21.246
H  -11.841  -3.361  21.262
H  -12.774  -4.605  22.125
H  -10.755  -4.971  23.728
H  -8.646  -3.505  23.010
H  -9.581  -3.273  21.540
H  -7.512  -6.166  21.063
H  -7.134  -4.924  22.372
H  -7.709  -4.318  20.746
H  -12.150  -2.826  23.952
H  -10.862  -1.982  23.318
C  -14.999  1.357  19.157
C  -14.122  1.413  17.904
C  -12.969  2.283  18.105
O  -13.541  3.594  18.221
C  -12.569  4.556  17.857
N  -13.444  0.155  17.587
H  -15.911  0.740  19.047
H  -15.353  2.339  19.498
H  -14.396  0.883  19.981
H  -14.735  1.777  17.089
H  -12.267  2.172  17.280
H  -12.448  2.066  19.033
H  -13.057  5.522  18.029
H  -12.347  4.354  16.801
H  -11.667  4.429  18.448
H  -14.035  -0.418  17.011
H  -13.425  -0.350  18.462
C  -7.934  -0.156  22.860
C  -9.030  0.841  22.786
C  -8.769  1.737  21.591
O  -9.560  2.897  21.684
C  -9.568  3.594  20.461
N  -10.323  0.158  22.621
H  -8.093  -0.825  23.705
H  -6.987  0.374  23.145
H  -7.750  -0.634  21.899
H  -8.991  1.471  23.656
H  -8.923  1.257  20.595
H  -7.663  2.048  21.620
H  -10.236  4.458  20.631
H  -9.827  3.074  19.550
H  -8.535  3.975  20.299
H  -10.362  -0.180  21.652
H  -11.066  0.864  22.718
C  -15.951  -2.270  22.051
C  -15.069  -1.075  22.627
C  -14.853  -1.144  24.130
O  -14.180  -2.311  24.496
C  -13.707  -2.136  25.834
N  -13.847  -1.003  21.881
H  -15.569  -3.201  22.460
H  -16.084  -2.338  20.985
H  -16.938  -2.059  22.430
H  -15.596  -0.107  22.599
H  -15.848  -1.121  24.572
H  -14.278  -0.247  24.395
H  -14.465  -1.935  26.597
H  -12.993  -1.282  25.897
H  -13.207  -3.037  26.150
H  -13.353  -1.898  21.904
H  -13.206  -0.291  22.281
C  -10.450  0.566  26.230
C  -11.253  1.856  26.512
O  -12.589  1.707  26.012
O  -10.968  -0.464  26.986
H  -9.419  0.836  26.532
H  -10.466  0.346  25.153
H  -10.857  2.728  26.011
H  -11.289  2.047  27.594
H  -13.115  1.164  26.612
H  -10.572  -1.308  26.761
C  -12.341  7.034  21.080
C  -13.039  7.330  22.378
O  -14.210  6.570  22.470
O  -11.320  8.009  20.912
H  -13.138  7.214  20.349
H  -11.970  6.019  20.986
H  -13.224  8.377  22.271
H  -12.386  7.254  23.263
H  -14.736  6.747  23.257
H  -11.701  8.621  20.302
C  -6.211  -2.015  25.381
C  -5.521  -2.983  26.248
O  -5.226  -2.343  27.489
O  -7.220  -1.337  26.178
H  -6.689  -2.443  24.471
H  -5.434  -1.304  25.139
H  -4.581  -3.300  25.834
H  -6.146  -3.878  26.405
H  -6.006  -1.796  27.640
H  -8.035  -1.892  26.043
C  -5.728  0.447  19.188
C  -4.296  0.461  19.634
O  -3.504  0.155  18.535
O  -6.179  -0.908  18.890
H  -5.823  1.148  18.307
H  -6.382  0.822  19.956
H  -4.097  -0.297  20.402
H  -4.059  1.378  20.151
H  -2.594  -0.028  18.804
H  -5.441  -1.240  18.352
C  -10.530  -3.556  28.085
C  -9.723  -3.874  26.888
O  -9.607  -2.756  26.003
O  -9.964  -2.524  28.864
H  -10.640  -4.486  28.670
H  -11.538  -3.238  27.838
H  -10.160  -4.695  26.326
H  -8.773  -4.243  27.323
H  -10.100  -2.927  25.134
H  -10.636  -1.969  29.267
C  -13.190  2.961  22.674
C  -14.662  3.341  22.860
O  -15.119  3.043  24.157
O  -12.847  1.710  23.239
H  -12.516  3.717  23.127
H  -12.885  2.901  21.613
H  -15.372  2.819  22.182
H  -14.653  4.398  22.680
H  -14.796  3.636  24.835
H  -13.065  1.680  24.185
C  -8.371  1.407  16.632
C  -7.983  2.465  15.652
O  -8.028  1.975  14.351
O  -9.701  1.086  16.311
H  -8.320  1.847  17.624
H  -7.729  0.558  16.575
H  -7.003  2.886  15.868
H  -8.677  3.277  15.780
H  -8.879  1.487  14.269
H  -9.857  0.189  16.549
C  -9.168  -2.216  18.011
C  -9.126  -1.439  19.318
O  -10.360  -1.499  19.975
O  -10.124  -1.515  17.172
H  -9.435  -3.265  18.103
H  -8.187  -2.067  17.556
H  -8.800  -0.419  19.135
H  -8.337  -1.948  19.885
H  -11.016  -1.359  19.274
H  -10.588  -2.114  16.573
C  -7.798  7.613  22.893
C  -8.452  6.440  22.190
O  -8.704  6.780  20.836
O  -6.735  8.126  22.147
H  -7.400  7.237  23.849
H  -8.553  8.360  23.141
H  -9.408  6.158  22.635
H  -7.790  5.592  22.213
H  -9.524  7.287  20.811
H  -7.026  8.121  21.231
C  -6.122  4.807  18.974
C  -5.366  5.861  18.140
O  -5.094  5.225  16.915
O  -5.320  3.625  18.988
H  -7.115  4.589  18.588
H  -6.205  5.217  19.971
H  -4.482  6.191  18.659
H  -6.053  6.726  18.022
H  -4.290  5.563  16.523
H  -4.857  3.693  18.099

Forces on the atoms, in the same order (eV/Å):
C -0.0956 -0.5073 -0.8574
C 0.7838 0.2128 -0.8188
C 0.4519 -0.5135 -1.1433
O -0.9529 0.9915 0.9358
C -0.3970 -0.1084 1.6840
N -0.2824 0.6220 0.5478
H -0.1743 0.0620 -0.0404
H 0.1947 -0.3962 0.5149
H -0.3565 0.0230 0.3941
H -0.4680 0.4732 -0.2543
H -0.3616 -0.3435 0.3808
H 0.0857 -0.0082 0.2662
H 0.4408 0.6060 -0.2867
H 0.1600 -0.2306 -1.2262
H 0.7993 -0.2192 -0.4904
H 0.5613 0.1794 0.0203
H -0.1779 -0.8235 0.1525
C -0.0383 -0.7060 0.9091
C -0.5292 -1.0546 0.5578
C -0.4496 2.2017 0.3214
O 0.9363 0.1193 0.0741
C -1.0181 -0.2920 -0.2047
N -0.7910 -1.0024 0.0448
H 0.4615 0.0873 -0.2180
H 0.3492 -0.0970 -0.2443
H -0.5524 0.4396 -0.5207
H 0.1584 -0.0156 -0.4994
H 0.0476 0.3248 -0.1936
H 0.3001 -0.3312 0.3074
H 0.5044 -0.0149 -0.2470
H 0.3017 0.6453 0.0214
H 0.2850 0.2390 0.1691
H -0.2246 -0.2636 -0.3778
H 0.2944 -0.3337 0.2669
C 1.8777 0.3046 1.0612
C -0.6438 -0.2153 -1.6871
C 1.7871 0.9402 -0.0175
O -0.6750 -0.6716 -0.6243
C 0.9734 1.8375 0.9284
N -0.3405 0.4234 0.1902
H -0.1836 -0.3938 -0.3867
H -0.5741 -0.3758 -0.3968
H -0.1324 -0.4407 0.0666
H -0.3948 0.2282 0.5650
H -0.0767 -0.1249 0.6917
H -1.1032 -0.2339 -0.1752
H 0.3334 -0.3566 -0.4026
H -0.5052 -0.8027 -0.0327
H -0.5219 0.1003 -0.1072
H -0.0992 -0.0122 0.3946
H 0.1552 -0.4315 -0.0367
C 0.4046 1.5716 1.5372
C -0.6535 -0.7107 -0.4893
C -0.5387 -0.0901 -1.0871
O 0.4089 -0.0685 1.3832
C 0.6803 0.5013 0.0372
N 1.4803 0.5433 -0.3121
H -0.0817 -0.1694 -0.0424
H 0.5837 0.2974 -0.4681
H -0.5697 -0.4415 0.3674
H -0.0838 -0.1971 -0.8464
H -0.1605 0.1432 0.5612
H -0.0922 -0.1132 0.1961
H -0.5538 -0.0377 -0.3857
H -0.2663 -0.5899 -0.1824
H 0.2880 -0.3788 -0.0977
H -0.2324 0.2990 0.0824
H -0.5613 -0.5419 -0.3051
C 0.7809 1.9756 -0.2126
C -0.4771 -1.4287 -0.0225
O -0.5480 0.2606 0.1480
O -1.1486 0.0025 0.9404
H -0.0292 -0.4243 -0.1916
H -0.0298 0.0510 0.1229
H 0.3480 0.0531 -0.1813
H 0.1251 -0.0379 -0.1774
H 0.3063 -0.0020 -0.0393
H 0.5815 -0.3265 -0.3386
C -0.9421 -0.0073 -0.0050
C 0.6035 0.1639 0.9281
O -0.3852 -0.5051 -0.1902
O 0.4407 -0.7248 0.2119
H 0.2857 -0.4738 -0.3025
H 0.2482 -0.0929 -0.0178
H -0.6067 0.9986 0.2559
H -0.0541 -0.4004 -0.2464
H 0.3260 0.2742 -0.0323
H 0.1544 0.8794 -0.5682
C -0.9951 0.9806 -0.2681
C -0.0837 -1.1059 1.3761
O 0.1712 -0.4214 -0.3598
O -0.2400 -0.9354 -1.1134
H 0.5652 0.1617 0.4746
H -0.1842 0.6712 -0.5243
H 0.4320 -0.2236 -0.3459
H 0.0869 0.0332 0.1325
H -0.1527 0.1694 0.2127
H 0.3528 0.6711 0.4684
C -0.3782 -0.0185 -0.8089
C -0.2247 -0.7236 1.5190
O 0.9334 0.0138 -1.2108
O 0.9202 0.9837 -0.3466
H -0.0045 -0.8750 0.6854
H -0.1989 0.1518 0.3763
H -0.5301 -0.2170 0.0953
H 0.1255 0.8510 -0.3654
H -0.3091 0.0803 -0.0192
H -0.3567 -0.2514 0.0406
C -1.5936 0.0124 1.1241
C 0.5963 0.0424 -0.3805
O 0.5466 -0.3387 0.2641
O 0.9657 -0.1304 0.0907
H 0.1179 0.1591 -0.0195
H -0.3728 -0.1099 -0.4471
H -0.1849 -0.2830 0.1774
H 0.1929 0.4953 -0.8112
H -0.2727 0.3141 0.3885
H -0.0999 -0.0906 -0.2249
C 0.6563 -0.3583 -0.0012
C 0.4834 -0.3274 -0.3673
O -0.5495 -0.6240 0.5187
O -0.2035 -0.4590 -0.3721
H -0.4749 0.0598 -0.0663
H -0.4355 0.1220 0.3018
H 0.7196 0.2697 0.2611
H -0.5669 0.5873 -0.3710
H 0.3396 0.2709 -0.1057
H 0.1401 0.2863 0.0464
C -0.4073 0.9782 0.2250
C 0.4078 0.2130 0.4088
O -0.5514 -0.6575 -1.0113
O -0.1973 1.0182 -0.4909
H 0.1285 -0.0315 0.5197
H 0.5985 -0.7832 -0.0522
H 0.2791 -0.2039 -0.1594
H -0.5490 0.5913 0.0464
H 0.7808 0.5032 0.1510
H -0.4978 -1.4233 0.4617
C 0.1833 1.5850 -0.6564
C 0.6560 -1.4295 -0.4746
O -0.5155 0.0740 0.0519
O -0.3232 -0.5466 0.0606
H -0.0013 -0.0642 0.2521
H 0.0784 -0.4933 -0.0201
H 0.0320 0.2264 -0.1463
H -0.2840 0.3312 0.4110
H -0.0768 0.1078 0.2377
H 0.2270 0.1073 0.2151
C -0.2620 -0.7686 0.9932
C -0.4848 0.4549 -0.2312
O 0.3445 -0.0689 -0.4544
O 0.3744 0.1908 0.0369
H 0.0040 0.2452 -0.1820
H -0.0576 0.3477 -0.1468
H 0.1229 -0.0726 0.4763
H 0.2603 -0.4477 -0.1744
H -0.2208 0.1444 -0.0964
H -0.1064 -0.0062 -0.2912
C 1.2753 0.3121 -0.1624
C -2.0894 0.0800 0.4764
O 0.2161 -0.1524 -0.5327
O 0.4667 0.3604 -1.2191
H -0.1284 0.1326 -0.2544
H -0.1750 -0.1480 0.4445
H 0.4906 -0.0268 0.1784
H 0.4572 -0.2616 -0.1644
H 0.1576 0.1806 -0.1207
H -0.7008 -0.4854 1.3645